{"formula": "C41H92F6N5P", "method": "wB97M-V/def2-TZVPD", "largest_force_ha_per_bohr": 0.0603, "total_charge": 4, "homo_energy_ev": -19.257, "e_above_lowest_kcal_mol": 52.4, "lumo_energy_ha": -0.278, "species": ["P", "F", "F", "F", "F", "F", "F", "C", "C", "C", "N", "C", "C", "C", "C", "C", "H", "H", "H", "H", "H", "H", "H", "H", "H", "H", "H", "H", "H", "H", "H", "H", "H", "H", "C", "C", "C", "N", "C", "C", "C", "C", "C", "H", "H", "H", "H", "H", "H", "H", "H", "H", "H", "H", "H", "H", "H", "H", "H", "H", "H", "C", "C", "C", "N", "C", "C", "C", "C", "C", "H", "H", "H", "H", "H", "H", "H", "H", "H", "H", "H", "H", "H", "H", "H", "H", "H", "H", "C", "C", "C", "N", "C", "C", "C", "C", "C", "H", "H", "H", "H", "H", "H", "H", "H", "H", "H", "H", "H", "H", "H", "H", "H", "H", "H", "C", "C", "C", "N", "C", "C", "C", "C", "C", "C", "H", "H", "H", "H", "H", "H", "H", "H", "H", "H", "H", "H", "H", "H", "H", "H", "H", "H", "H", "H"], "positions_angstrom": [[0.1261, 0.2248, 0.5784], [1.6968, 0.4366, 0.9631], [-0.0992, -0.6740, 1.8977], [-0.2805, 1.5272, 1.4909], [-1.4536, 0.1756, 0.1518], [0.4113, 1.1647, -0.6900], [0.3564, -1.1280, -0.3018], [3.7075, -3.8798, -1.0717], [3.4673, -2.3977, -1.5008], [4.5934, -1.8491, -2.3422], [4.4246, -0.3625, -2.6574], [3.8938, 0.4665, -1.5005], [5.7637, 0.1421, -3.2566], [5.6493, -0.1832, -4.7627], [4.2211, -0.6164, -5.0531], [3.5146, -0.0873, -3.8403], [2.9303, -4.5525, -1.4367], [3.7097, -4.0466, 0.0035], [4.6505, -4.2304, -1.4937], [3.4332, -1.9109, -0.5272], [2.5461, -2.3594, -2.0827], [4.6470, -2.3563, -3.2999], [5.5188, -1.8998, -1.7715], [4.5261, 0.2058, -0.6564], [2.8696, 0.1735, -1.2865], [3.9216, 1.5079, -1.8044], [5.8605, 1.1909, -2.9907], [6.6072, -0.4292, -2.8789], [6.0076, 0.6522, -5.3620], [6.3182, -1.0090, -5.0071], [3.8427, -0.1087, -5.9378], [4.1227, -1.6966, -5.1095], [3.3996, 0.9968, -3.8504], [2.5447, -0.5226, -3.5896], [-2.5079, 0.5383, 6.3838], [-1.2465, -0.3144, 6.2508], [0.0339, 0.4450, 5.8729], [1.2785, -0.4407, 5.8539], [1.4570, -1.2548, 7.1109], [2.5333, 0.4180, 5.5807], [2.5918, 0.4980, 4.0286], [2.4296, -1.0209, 3.8098], [1.2357, -1.3956, 4.6536], [-3.2916, -0.0280, 6.8838], [-2.7830, 0.8924, 5.3913], [-2.3825, 1.3892, 7.0564], [-1.3955, -1.0279, 5.4368], [-1.0677, -0.8046, 7.2052], [0.3582, 1.1397, 6.6535], [-0.0296, 1.0625, 4.9780], [2.3674, -1.8253, 6.9512], [0.6143, -1.9103, 7.3037], [1.5436, -0.5804, 7.9614], [3.3539, -0.1255, 6.0354], [2.3319, 1.4046, 5.9911], [3.5551, 0.9110, 3.7414], [1.7539, 1.0493, 3.6071], [3.3712, -1.4639, 4.1324], [2.1341, -1.3898, 2.8266], [1.3370, -2.4320, 4.9737], [0.3039, -1.2824, 4.1089], [-3.8422, -0.8032, 2.2515], [-3.1934, -2.1817, 2.4872], [-3.0473, -3.0274, 1.2299], [-2.0560, -4.1626, 1.2898], [-2.5692, -5.1431, 2.3356], [-0.6044, -3.8030, 1.6703], [0.2401, -4.9875, 1.1975], [-0.6010, -5.6607, 0.0915], [-1.8698, -4.8446, -0.0081], [-4.2400, -0.4491, 3.1973], [-4.6630, -0.8823, 1.5338], [-3.1623, -0.1122, 1.7547], [-3.7707, -2.6896, 3.2587], [-2.1835, -2.0262, 2.8774], [-2.6785, -2.4381, 0.3834], [-3.9568, -3.4840, 0.8358], [-1.7324, -5.8084, 2.5343], [-3.5045, -5.6368, 2.0932], [-2.6999, -4.5928, 3.2657], [-0.5586, -3.6076, 2.7385], [-0.3884, -2.8764, 1.1388], [0.3833, -5.6815, 2.0272], [1.2611, -4.7857, 0.8791], [-0.8340, -6.6771, 0.4181], [-0.0835, -5.8815, -0.8404], [-2.6726, -5.5385, -0.2692], [-1.8878, -4.1689, -0.8653], [0.1147, 5.3300, 4.5193], [0.8479, 4.9605, 3.2017], [0.2858, 5.7217, 2.0093], [0.1207, 4.9111, 0.7476], [-1.1434, 4.0896, 0.7049], [0.1065, 5.9222, -0.4736], [1.5387, 6.0490, -0.9820], [2.3577, 5.1736, -0.1013], [1.3760, 4.1311, 0.3783], [-0.4303, 6.2658, 4.4240], [0.8301, 5.3801, 5.3407], [-0.5568, 4.5421, 4.8630], [0.6677, 3.8875, 3.0995], [1.9214, 5.1290, 3.2698], [0.7013, 6.7215, 1.8790], [-0.7576, 6.0150, 2.1789], [-2.0052, 4.7059, 0.4557], [-1.2713, 3.7592, 1.7313], [-0.9930, 3.2980, -0.0173], [-0.5275, 5.3391, -1.1370], [-0.3525, 6.8631, -0.1847], [1.5646, 5.7025, -2.0194], [1.9164, 7.0675, -1.0568], [3.2581, 4.6746, -0.4602], [2.7301, 5.7215, 0.7729], [1.1251, 3.5730, -0.5230], [1.6660, 3.5763, 1.2634], [-6.9110, 0.4477, -5.9728], [-5.5457, 0.7970, -5.3086], [-4.5028, -0.1352, -5.9573], [-3.0924, 0.0292, -5.4131], [-3.1281, 0.0225, -3.8869], [-1.7750, -0.0852, -3.2355], [-0.8280, -1.1654, -3.7621], [-0.8627, -1.1857, -5.3047], [-2.2632, -1.1601, -5.9317], [-2.5061, 1.3485, -5.8575], [-7.2078, -0.5939, -5.8302], [-6.8596, 0.7219, -7.0245], [-7.7290, 0.9800, -5.4881], [-5.7024, 0.5868, -4.2549], [-5.4476, 1.8235, -5.6580], [-4.4181, 0.0532, -7.0253], [-4.8463, -1.1405, -5.7225], [-3.6296, -0.8883, -3.5546], [-3.6423, 0.9262, -3.5771], [-1.9883, -0.2992, -2.1860], [-1.1753, 0.8281, -3.2321], [-0.9499, -2.1340, -3.2744], [0.1835, -0.8862, -3.4624], [-0.2810, -1.8955, -5.8954], [-0.4127, -0.2533, -5.6681], [-2.8414, -2.0623, -5.7369], [-2.1773, -1.0871, -7.0151], [-2.1291, 1.1049, -6.8507], [-1.6142, 1.5651, -5.2763], [-3.2211, 2.1614, -5.8337]], "forces_ev_per_a": [[-0.9, 1.1, 0.3], [-0.3, -0.8, 0.0], [-0.1, -0.4, -0.1], [0.7, -0.1, -0.1], [0.3, -0.5, 0.2], [0.0, 0.1, -0.7], [0.6, 0.5, 0.3], [0.1, -0.2, -0.8], [0.0, -1.2, 0.7], [-0.4, 0.7, 0.6], [0.3, 0.8, -0.8], [0.7, -1.1, -0.4], [-0.4, -0.6, -0.1], [1.1, -0.2, -0.1], [-0.2, 0.9, 0.2], [-0.9, -0.5, 0.9], [0.0, 0.1, -0.3], [0.3, 0.4, 0.0], [0.0, -0.2, 0.2], [-0.5, 0.7, -0.4], [-0.3, 0.4, 0.4], [0.4, -0.1, 0.1], [0.2, -0.2, -0.3], [0.0, 0.5, 0.2], [0.0, 0.0, -0.1], [0.3, 0.0, 0.2], [0.0, 0.0, -0.2], [-0.2, 0.2, 0.6], [-0.3, 0.1, 0.0], [0.1, 0.1, 0.1], [-0.1, -0.4, -0.1], [-0.1, 0.0, -0.4], [0.0, 0.0, -0.2], [0.0, 0.0, -0.2], [0.5, 0.3, 0.2], [0.6, 0.4, -0.3], [0.5, 0.5, 1.7], [-0.3, -0.7, -1.0], [0.0, 0.7, -0.1], [-1.7, 0.8, -0.8], [0.1, -1.5, 1.2], [-0.2, 0.4, -1.1], [0.6, -0.2, 0.6], [-0.2, -0.2, -0.5], [-0.4, 0.1, 0.2], [0.3, 0.1, -0.2], [-0.2, -0.4, 0.3], [-0.1, -0.3, -0.2], [-0.7, 0.2, 0.2], [0.1, -0.5, -0.4], [0.0, -0.1, 0.3], [0.0, -0.1, -0.3], [0.2, 0.0, 0.0], [0.3, 0.3, -0.1], [0.4, -0.1, 0.5], [-0.1, 0.0, -0.3], [0.1, 0.2, 0.0], [-0.2, -0.5, 0.0], [0.7, 0.4, -0.3], [-0.3, 0.1, 0.3], [0.0, 0.3, 0.1], [0.0, -0.7, -0.8], [0.2, 0.1, 0.1], [0.5, 0.4, -1.4], [-0.2, -0.7, 1.3], [1.1, 0.4, 0.5], [-0.2, 0.5, -0.4], [-0.1, -0.5, 0.2], [0.5, -0.9, 0.7], [-0.6, -1.1, -1.7], [0.1, 0.3, -0.1], [-0.3, -0.2, 0.3], [0.2, 0.1, 0.5], [0.0, -0.2, -0.1], [0.0, 0.1, 0.1], [0.0, 0.4, 0.3], [-0.2, 0.0, 0.5], [-0.4, -0.5, -0.2], [0.1, 0.0, -0.5], [-0.1, 0.1, -0.1], [0.0, -0.1, 0.0], [0.0, -0.1, 0.0], [-0.1, 0.0, 0.0], [-0.2, 0.7, -0.1], [-0.2, 0.1, 0.2], [0.0, 0.7, -0.2], [-0.4, 0.3, 0.6], [0.4, 0.6, 0.5], [0.7, -0.1, 0.2], [-0.6, -0.2, 0.4], [-1.9, -0.1, 0.5], [1.3, 1.8, -2.1], [0.6, 0.7, 1.0], [-0.4, -1.0, 0.6], [0.0, 0.5, -1.4], [0.9, -0.4, 2.1], [-0.5, 0.4, 0.1], [0.0, 0.0, 0.3], [0.0, 0.5, -0.1], [-0.3, 0.1, -0.5], [0.2, 0.0, -0.4], [0.0, 0.0, 0.1], [0.8, -0.4, -0.6], [0.0, -0.2, 0.4], [0.2, 0.2, -0.1], [-0.2, -0.6, -0.2], [-0.1, -0.2, 0.2], [0.0, 0.6, -0.5], [-0.2, -0.2, 0.1], [0.0, -0.1, 0.1], [-0.2, 0.1, 0.4], [-0.2, 0.2, -0.6], [-0.1, 0.2, -0.1], [-0.2, -0.7, 0.5], [0.1, -0.5, -0.4], [0.0, -0.2, 0.4], [-1.2, -0.8, -1.7], [-0.4, 0.9, 0.9], [-0.1, -0.2, 0.8], [0.5, -0.7, -0.5], [1.0, 0.1, 0.6], [0.4, -0.4, -0.7], [-0.4, 1.0, -0.7], [0.1, 0.2, 0.7], [0.8, -1.3, -0.7], [0.3, -0.1, -0.3], [-0.3, -0.2, -0.1], [0.2, 0.4, -0.1], [0.5, 0.6, 0.2], [0.6, 0.3, 1.0], [-0.2, -0.2, -0.1], [0.4, -0.2, -0.3], [-0.7, 0.2, -0.4], [-0.2, -0.1, 0.0], [0.1, 0.2, 0.0], [-0.5, 0.3, -0.1], [-0.5, -0.2, -0.3], [0.0, 0.1, 0.0], [0.0, -0.6, 0.7], [0.1, 0.1, 0.3], [-0.1, 0.1, 0.3], [-0.2, 0.3, 0.0], [-0.3, 0.7, -0.3], [-0.3, 0.1, 0.3], [-0.1, -0.2, 0.0]], "mulliken_charge": [2.457, -0.461, -0.523, -0.545, -0.612, -0.518, -0.561, -1.442, 1.152, -1.262, 0.415, -1.452, -0.419, -0.536, -0.911, -0.472, 0.315, 0.298, 0.482, -0.130, -0.189, 0.357, 0.512, 0.400, 0.372, 0.540, 0.381, 0.293, 0.349, 0.314, 0.433, 0.400, 0.636, 0.097, -1.525, 0.019, -0.734, 0.655, -1.213, -0.816, 0.237, -0.360, -0.029, 0.392, 0.322, 0.396, 0.152, 0.335, 0.713, 0.058, 0.527, 0.394, 0.336, 0.401, 0.330, 0.620, -0.457, 0.479, -0.060, 0.181, -0.405, -1.264, 0.364, -0.536, 0.329, -0.981, 0.508, -0.508, -0.528, -0.677, 0.379, 0.391, 0.103, 0.460, -0.270, -0.055, 0.548, 0.449, 0.318, 0.358, 0.407, -0.785, 0.425, 0.095, 0.358, 0.379, 0.421, 0.249, -1.411, 0.606, -1.215, 0.579, -1.231, -0.604, -0.876, -0.743, -0.236, 0.407, 0.364, 0.355, -0.535, 0.431, 0.477, 0.642, 0.464, 0.316, 0.423, 0.435, 0.423, 0.277, 0.446, 0.482, 0.336, 0.248, 0.080, -1.503, -0.106, -0.743, 0.351, -1.134, 0.002, 1.008, -0.874, -0.937, -0.852, 0.399, 0.392, 0.396, 0.354, 0.224, 0.428, 0.348, 0.415, 0.541, -0.203, 0.302, 0.203, -0.884, 0.607, 0.344, 0.371, 0.547, 0.353, 0.351, 0.306]}